(P)
DFT (ωB97M-V with the def2-TZVPD basis set) results for 11 unconnected molecules or ions with the total composition BH26NO9.

The value obtained for the orbital gap is 0.280 Eh. For the LUMO energy, the calculation gives -1.46 eV. As for the HOMO energy: -9.084 eV.

```
! RIJCOSX wB97M-V def2-TZVPD def2/J DEFGRID3
* xyz 0 1
N 0.92 4.45 0.82
H 1.82 4.21 0.48
H 0.00 4.07 0.51
H 0.87 5.40 0.83
H 0.94 4.07 1.80
B -0.12 0.24 -0.07
H -0.07 1.40 -0.12
H 0.57 -0.29 1.06
H -1.23 -0.02 0.17
H 0.29 -0.19 -1.13
O 3.80 -1.38 -0.53
H 2.99 -1.09 -0.68
H 4.14 -1.62 -1.32
O -1.11 -2.36 3.63
H -1.24 -3.38 3.47
H -0.94 -2.25 2.70
O -1.99 2.12 -2.59
H -1.58 1.42 -2.09
H -1.89 1.73 -3.43
O -0.88 2.39 2.31
H -1.72 2.30 2.75
H -0.85 1.68 1.78
O 2.92 -2.86 1.95
H 3.47 -2.55 1.25
H 2.11 -2.36 1.83
O -4.09 -1.53 0.25
H -5.08 -1.46 0.31
H -3.84 -0.75 -0.38
O -1.53 -1.98 -3.25
H -0.92 -1.79 -2.59
H -0.96 -2.47 -3.79
O -0.22 -3.19 0.61
H -0.32 -2.32 0.44
H -1.07 -3.55 0.26
O 2.32 1.27 -2.71
H 2.87 1.78 -2.27
H 1.60 0.86 -2.26
*
```

Charges computed using Mulliken, reported in e:
1. N -0.45
2. H 0.32
3. H 0.34
4. H 0.35
5. H 0.37
6. B 1.38
7. H -0.47
8. H -0.29
9. H -0.48
10. H -0.62
11. O -0.59
12. H 0.29
13. H 0.28
14. O -0.64
15. H 0.34
16. H 0.31
17. O -0.64
18. H 0.25
19. H 0.31
20. O -0.61
21. H 0.28
22. H 0.27
23. O -0.65
24. H 0.36
25. H 0.30
26. O -0.63
27. H 0.30
28. H 0.31
29. O -0.60
30. H 0.26
31. H 0.30
32. O -0.59
33. H 0.14
34. H 0.30
35. O -0.64
36. H 0.25
37. H 0.29

(Q)
DFT (ωB97M-V with the def2-TZVPD basis set) results for 11 unconnected molecules or ions with the total composition BH26NO9.

The value obtained for the orbital gap is 0.261 Eh. For the LUMO energy, the calculation gives -0.76 eV. As for the HOMO energy: -7.846 eV.

```
! RIJCOSX wB97M-V def2-TZVPD def2/J DEFGRID3
* xyz 0 1
N 12.64 47.65 43.33
H 11.68 47.92 42.96
H 12.94 48.32 44.05
H 12.98 47.74 42.42
H 12.47 46.71 43.56
B 16.46 48.50 43.47
H 17.16 47.56 43.84
H 17.24 49.45 43.38
H 15.86 48.10 42.40
H 15.56 48.80 44.37
O 12.62 47.16 46.56
H 11.81 46.86 46.46
H 12.78 47.12 47.52
O 13.25 45.16 40.99
H 14.22 44.72 41.07
H 12.71 44.88 41.61
O 9.86 48.73 41.14
H 9.35 48.15 40.67
H 9.98 49.42 40.48
O 14.72 46.05 45.23
H 15.31 46.84 44.95
H 14.10 46.47 45.91
O 12.16 51.48 44.35
H 12.61 51.12 43.56
H 12.57 50.91 44.98
O 10.64 44.79 42.97
H 10.40 44.31 41.92
H 10.81 44.07 43.64
O 13.06 50.31 46.60
H 12.98 49.30 46.60
H 12.73 50.65 47.42
O 13.52 43.90 43.92
H 13.14 43.43 44.56
H 14.12 44.48 44.65
O 13.29 50.22 42.00
H 14.12 50.31 41.55
H 12.81 50.92 41.45
*
```

Charges computed using Mulliken, reported in e:
1. N -0.16
2. H 0.39
3. H 0.06
4. H 0.35
5. H 0.26
6. B 0.15
7. H -0.19
8. H -0.16
9. H -0.24
10. H -0.28
11. O -0.61
12. H 0.24
13. H 0.31
14. O -0.63
15. H 0.37
16. H 0.27
17. O -0.57
18. H 0.28
19. H 0.31
20. O -0.76
21. H 0.22
22. H 0.39
23. O -0.66
24. H 0.43
25. H 0.34
26. O -0.70
27. H 0.36
28. H 0.31
29. O -0.67
30. H 0.35
31. H 0.28
32. O -0.60
33. H 0.26
34. H 0.35
35. O -0.60
36. H 0.26
37. H 0.30

Most stable: (P). Least stable: (Q).

(P)
DFT (ωB97M-V with the def2-TZVPD basis set) results for 2 unconnected molecules or ions with the total composition C6H8N4.

The value obtained for the orbital gap is 0.347 Eh. Its SMILES is c1c[nH]cn1.c1c[nH]cn1. For the LUMO energy, the calculation gives 0.90 eV. As for the HOMO energy: -8.544 eV.

```
! RIJCOSX wB97M-V def2-TZVPD def2/J DEFGRID3
* xyz 0 1
N 0.53 -1.17 -0.07
C 0.00 0.00 0.00
C 1.62 -1.00 0.79
C 1.76 0.28 1.23
N 0.60 0.92 0.77
H -0.98 0.10 -0.47
H 2.38 -1.72 1.10
H 2.55 0.79 1.77
H 0.33 1.90 0.82
N 3.52 -3.43 -4.07
C 4.65 -4.07 -4.33
C 3.45 -3.44 -2.67
C 4.58 -4.08 -2.14
N 5.38 -4.42 -3.20
H 4.96 -4.12 -5.37
H 2.65 -3.01 -2.08
H 4.97 -4.35 -1.16
H 6.33 -4.78 -3.13
*
```

Charges computed using Mulliken, reported in e:
1. N -0.52
2. C -0.19
3. C -0.20
4. C -0.31
5. N -0.08
6. H 0.36
7. H 0.35
8. H 0.37
9. H 0.21
10. N -0.52
11. C -0.24
12. C -0.33
13. C -0.21
14. N -0.06
15. H 0.36
16. H 0.43
17. H 0.35
18. H 0.21

(Q)
DFT (ωB97M-V with the def2-TZVPD basis set) results for C6H8N4 in the gas phase.

The value obtained for the orbital gap (spin up / spin down) is 0.240 / 0.266 Eh. For the LUMO energy (spin up / spin down), the calculation gives -1.11 / -0.84 eV. As for the HOMO energy (spin up / spin down): -7.625 / -8.072 eV.

```
! RIJCOSX wB97M-V def2-TZVPD def2/J DEFGRID3
* xyz 0 1
C 0.19 -1.73 0.14
C 1.54 1.99 -1.09
C 0.65 -0.58 -0.54
C 2.30 0.77 -1.67
C -0.20 0.55 -0.64
C -2.60 -0.65 2.11
N -0.86 -1.71 0.89
N 0.35 1.80 -0.70
N 1.85 -0.36 -1.07
N -1.26 -0.61 1.45
H 0.46 -2.72 -0.06
H 2.12 2.83 -0.86
H 2.29 0.89 -2.81
H 3.34 0.97 -1.35
H -1.22 0.51 -0.87
H -2.99 0.43 2.40
H -3.49 -1.17 1.61
H -2.47 -1.22 3.07
*
```

Charges computed using Mulliken, reported in e:
1. C -0.55
2. C -0.12
3. C 0.87
4. C -0.39
5. C -0.16
6. C -0.65
7. N -0.35
8. N -0.45
9. N -0.67
10. N -0.25
11. H 0.45
12. H 0.42
13. H 0.24
14. H 0.29
15. H 0.50
16. H 0.27
17. H 0.28
18. H 0.26

Most stable: (P). Least stable: (Q).

(P)
DFT (ωB97M-V with the def2-TZVPD basis set) results for 2 unconnected molecules or ions with the total composition C3H7NOS.

The value obtained for the orbital gap (spin up / spin down) is 0.246 / 0.327 Eh. For the LUMO energy (spin up / spin down), the calculation gives 0.58 / -0.67 eV. As for the HOMO energy (spin up / spin down): -6.111 / -9.575 eV.

```
! RIJCOSX wB97M-V def2-TZVPD def2/J DEFGRID3
* xyz 0 3
C -0.30 -0.34 0.21
C 2.08 -0.76 -0.15
C 1.06 0.26 0.12
N -2.20 1.43 0.15
O -3.02 0.30 -0.16
S -1.22 -1.57 0.10
H 1.84 -1.78 0.11
H 3.02 -0.36 0.32
H 2.29 -0.89 -1.26
H 0.86 1.07 -0.66
H 1.36 0.63 1.05
H -2.45 1.50 1.20
H -3.32 0.52 -1.04
*
```

Charges computed using Mulliken, reported in e:
1. C -0.14
2. C -1.04
3. C 0.22
4. N -0.30
5. O -0.32
6. S -0.32
7. H 0.32
8. H 0.30
9. H 0.25
10. H 0.24
11. H 0.18
12. H 0.26
13. H 0.34

(Q)
DFT (ωB97M-V with the def2-TZVPD basis set) results for 2 unconnected molecules or ions with the total composition C3H7NOS.

The value obtained for the orbital gap (spin up / spin down) is 0.088 / 0.232 Eh. For the LUMO energy (spin up / spin down), the calculation gives -0.41 / -1.46 eV. As for the HOMO energy (spin up / spin down): -2.791 / -7.771 eV.

```
! RIJCOSX wB97M-V def2-TZVPD def2/J DEFGRID3
* xyz 0 3
C -1.53 1.83 0.82
C 0.36 -1.45 0.55
C 0.63 0.00 0.23
N 0.41 0.24 -1.26
O -1.36 2.26 -0.25
S -1.99 1.40 2.24
H 0.98 -2.18 0.00
H -0.69 -1.69 0.37
H 0.55 -1.59 1.61
H 1.67 0.27 0.45
H -0.33 -0.39 -1.55
H 1.23 0.09 -1.86
H 0.08 1.21 -1.36
*
```

Charges computed using Mulliken, reported in e:
1. C 0.23
2. C -1.15
3. C -0.10
4. N -0.27
5. O -0.53
6. S -0.52
7. H 0.37
8. H 0.36
9. H 0.32
10. H 0.27
11. H 0.35
12. H 0.35
13. H 0.34

Most stable: (Q). Least stable: (P).

(P)
DFT (ωB97M-V with the def2-TZVPD basis set) results for a molecular structure, C8H14O.

The value obtained for the orbital gap is 0.321 Eh. For the LUMO energy, the calculation gives 0.83 eV. As for the HOMO energy: -7.914 eV.

```
! RIJCOSX wB97M-V def2-TZVPD def2/J DEFGRID3
* xyz 0 1
C -1.00 1.34 1.99
C 2.26 -1.03 -0.86
C -0.75 -0.27 -1.86
C -1.16 -1.36 0.38
C -0.17 1.17 0.74
C 1.14 -0.33 -0.15
C -0.29 -0.41 -0.43
C 1.18 0.61 0.83
O -0.44 2.24 -0.11
H 0.15 2.19 -0.87
H 1.93 0.83 1.58
H -2.03 1.04 1.80
H -0.61 0.71 2.80
H -1.01 2.38 2.30
H 3.19 -0.91 -0.32
H 2.05 -2.10 -0.97
H 2.41 -0.62 -1.87
H -1.57 0.46 -1.90
H 0.04 0.08 -2.52
H -0.79 -1.47 1.39
H -2.19 -1.00 0.43
H -1.14 -1.21 -2.27
H -1.19 -2.34 -0.10
*
```

Charges computed using Mulliken, reported in e:
1. C -1.60
2. C -1.39
3. C -1.71
4. C -1.65
5. C 0.93
6. C 0.14
7. C 1.69
8. C -0.95
9. O -0.59
10. H 0.37
11. H 0.37
12. H 0.30
13. H 0.34
14. H 0.46
15. H 0.37
16. H 0.32
17. H 0.28
18. H 0.33
19. H 0.38
20. H 0.37
21. H 0.32
22. H 0.43
23. H 0.46

(Q)
DFT (ωB97M-V with the def2-TZVPD basis set) results for C8H14O in the gas phase.

The value obtained for the orbital gap is 0.336 Eh. Its SMILES is CO/C=C\C1[C@@H](C)[C@@H]1C. For the LUMO energy, the calculation gives 1.01 eV. As for the HOMO energy: -8.138 eV.

```
! RIJCOSX wB97M-V def2-TZVPD def2/J DEFGRID3
* xyz 0 1
C -0.62 1.75 3.51
C -0.08 1.42 1.38
C 0.14 0.91 0.22
C -0.21 -0.49 -0.14
C 0.74 -1.08 -1.03
C 1.33 -2.40 -0.78
C -0.72 -0.85 -1.57
C -0.77 0.10 -2.72
H -1.30 2.49 3.23
H 0.28 2.34 3.74
H -0.95 1.13 4.30
H 0.13 2.42 1.41
H 0.73 1.46 -0.57
H -0.64 -1.02 0.75
H 1.52 -0.36 -1.22
H 0.52 -2.98 -0.42
H 1.58 -2.84 -1.78
H 2.27 -2.32 -0.36
H -1.26 -1.83 -1.36
H -0.12 -0.19 -3.55
H -0.30 1.05 -2.39
H -1.75 0.45 -3.12
O -0.51 0.84 2.47
*
```

Charges computed using Mulliken, reported in e:
1. C -0.89
2. C -0.74
3. C -0.39
4. C 0.55
5. C -0.05
6. C -1.63
7. C 0.09
8. C -1.15
9. H 0.42
10. H 0.33
11. H 0.28
12. H 0.43
13. H 0.13
14. H 0.37
15. H 0.40
16. H 0.33
17. H 0.32
18. H 0.44
19. H 0.29
20. H 0.29
21. H 0.21
22. H 0.34
23. O -0.37

Most stable: (P). Least stable: (Q).

(P)
DFT (ωB97M-V with the def2-TZVPD basis set) results for a molecular structure, C4H16FN3O15V2.

The value obtained for the orbital gap (spin up / spin down) is 0.269 / 0.288 Eh. For the LUMO energy (spin up / spin down), the calculation gives -2.70 / -2.18 eV. As for the HOMO energy (spin up / spin down): -10.012 / -10.012 eV.

```
! RIJCOSX wB97M-V def2-TZVPD def2/J DEFGRID3
* xyz 0 3
O -2.16 -0.84 -3.23
V -2.46 -1.21 -1.75
O -3.83 2.26 0.79
V -3.06 2.42 -0.58
N -0.24 0.83 -0.56
O -1.08 1.73 -0.30
O 0.88 0.92 -0.15
O -0.62 -0.22 -1.15
N -2.55 -1.23 1.55
O -2.65 -1.56 0.29
O -2.41 -0.05 1.81
O -2.60 -2.12 2.38
N -1.75 3.11 -3.50
O -2.48 3.16 -2.40
O -0.89 2.26 -3.56
O -1.98 3.91 -4.37
F -3.44 0.58 -1.34
C 1.46 -0.71 2.56
O 2.48 -1.32 3.35
H 1.99 0.00 1.92
H 0.92 -1.47 1.99
H 0.82 -0.03 3.14
H 2.11 -1.59 4.19
C 1.07 3.65 2.04
O 2.14 2.87 1.56
H 1.46 4.43 2.69
H 0.54 4.12 1.20
H 0.37 3.05 2.63
H 1.79 2.35 0.83
C -0.13 -3.22 -1.26
O -1.43 -3.09 -1.89
H 0.48 -2.35 -1.50
H -0.20 -3.34 -0.18
H 0.40 -4.09 -1.66
H -1.65 -3.95 -2.24
C 3.28 -1.85 -0.44
O 2.88 -0.82 -1.34
H 2.42 -2.20 0.13
H 3.67 -2.68 -1.03
H 4.06 -1.53 0.26
H 2.38 -0.16 -0.86
*
```

Charges computed using Mulliken, reported in e:
1. O -0.41
2. V 1.08
3. O -0.52
4. V 1.64
5. N 0.96
6. O -0.26
7. O -0.45
8. O -0.28
9. N 0.85
10. O -0.49
11. O -0.52
12. O -0.57
13. N 0.93
14. O -0.76
15. O -0.53
16. O -0.56
17. F -0.52
18. C -0.36
19. O -0.54
20. H 0.11
21. H 0.12
22. H 0.37
23. H 0.30
24. C -0.48
25. O -0.54
26. H 0.28
27. H 0.17
28. H 0.21
29. H 0.39
30. C -0.55
31. O -0.29
32. H 0.14
33. H 0.29
34. H 0.45
35. H 0.30
36. C -0.47
37. O -0.52
38. H 0.08
39. H 0.30
40. H 0.28
41. H 0.38

(Q)
DFT (ωB97M-V with the def2-TZVPD basis set) results for a molecular structure, C4H16FN3O15V2.

The value obtained for the orbital gap (spin up / spin down) is 0.224 / 0.244 Eh. For the LUMO energy (spin up / spin down), the calculation gives -3.83 / -3.26 eV. As for the HOMO energy (spin up / spin down): -9.914 / -9.914 eV.

```
! RIJCOSX wB97M-V def2-TZVPD def2/J DEFGRID3
* xyz 0 3
O -0.27 -4.60 1.38
V 0.12 -3.23 0.71
O -1.87 -2.13 -3.31
V -0.33 -2.37 -3.19
N 0.34 -0.31 -0.75
O -0.10 -0.60 -1.83
O 0.68 0.87 -0.58
O 0.59 -1.19 0.07
N -2.79 -1.58 0.49
O -1.96 -2.48 0.83
O -3.37 -0.91 1.34
O -3.04 -1.49 -0.69
N 3.05 -2.61 -2.73
O 1.85 -2.45 -3.06
O 3.99 -2.34 -3.51
O 3.30 -3.18 -1.66
F -0.28 -3.58 -1.42
C -1.03 1.86 2.57
O -2.31 2.21 3.02
H -0.46 1.43 3.40
H -1.04 1.21 1.70
H -0.49 2.75 2.25
H -2.74 1.38 3.27
C -0.68 3.09 -3.22
O -1.94 3.02 -2.59
H -0.62 2.38 -4.04
H -0.40 4.05 -3.66
H 0.08 2.81 -2.49
H -2.14 2.16 -2.19
C 3.11 3.58 -0.05
O 2.57 3.24 -1.30
H 4.03 3.05 0.19
H 3.31 4.65 -0.03
H 2.37 3.45 0.74
H 2.02 2.47 -1.19
C -0.90 -2.58 3.66
O 0.16 -2.25 2.80
H -1.84 -2.06 3.43
H -1.12 -3.64 3.60
H -0.55 -2.32 4.66
H 0.72 -1.74 3.38
*
```

Charges computed using Mulliken, reported in e:
1. O -0.44
2. V 1.34
3. O -0.39
4. V 1.48
5. N 1.06
6. O -0.29
7. O -0.59
8. O -0.48
9. N 0.87
10. O -0.38
11. O -0.60
12. O -0.56
13. N 0.78
14. O -0.50
15. O -0.54
16. O -0.56
17. F -0.53
18. C -0.23
19. O -0.54
20. H 0.24
21. H 0.02
22. H 0.18
23. H 0.31
24. C -0.16
25. O -0.53
26. H 0.20
27. H 0.30
28. H -0.04
29. H 0.30
30. C -0.47
31. O -0.48
32. H 0.25
33. H 0.26
34. H 0.13
35. H 0.32
36. C -0.66
37. O -0.22
38. H 0.19
39. H 0.24
40. H 0.43
41. H 0.29

Most stable: (P). Least stable: (Q).